(1)
# C37H46F7N3O9PRuS2Si4Te

C37H46F7N3O9PRuS2Si4Te as an isolated structure in a non-equilibrium geometry (ωB97M-V/def2-TZVPD, the OMol25 dataset).

Last column: Mulliken charge in e.
CARTESIAN COORDINATES (ANGSTROEM)
Ru: 1.303 -0.731 -0.117  2.27
C: -2.304 -7.209 1.299  -1.32
C: -3.265 -6.065 0.971  -0.28
C: -4.484 -6.033 1.886  -1.05
C: -4.103 -5.614 3.300  -1.11
C: -3.359 -4.308 3.259  1.10
C: -3.395 -3.451 4.338  -0.81
C: -2.691 -2.252 4.309  -0.03
F: -2.737 -1.458 5.393  -0.36
C: -1.954 -1.880 3.218  -1.09
C: -1.914 -2.730 2.109  0.41
C: -1.111 -2.333 0.954  1.41
O: -0.577 -1.210 0.917  -0.87
C: -1.039 -3.300 -0.096  -0.58
C: -1.779 -4.442 -0.026  -0.42
N: -2.560 -4.777 1.013  0.13
C: -2.612 -3.952 2.122  -0.47
C: -0.136 -3.132 -1.285  0.42
O: -0.385 -3.731 -2.318  -0.72
O: 0.935 -2.427 -1.112  -0.55
H: -2.818 -8.165 1.207  0.41
H: -1.908 -7.120 2.310  0.34
H: -1.465 -7.205 0.605  0.40
H: -3.610 -6.198 -0.058  0.46
H: -4.952 -7.017 1.888  0.42
H: -5.207 -5.317 1.489  0.38
H: -3.485 -6.383 3.771  0.36
H: -4.999 -5.507 3.913  0.46
H: -3.971 -3.712 5.216  0.52
H: -1.387 -0.958 3.201  0.85
H: -1.749 -5.131 -0.861  0.68
O: 0.915 0.799 2.744  -0.56
C: 1.570 1.442 1.942  -0.04
O: 1.784 1.066 0.708  -0.47
C: 2.317 2.694 2.312  -0.10
C: 2.891 3.496 1.329  0.02
C: 3.831 4.448 1.672  -0.40
C: 4.198 4.580 3.004  0.07
C: 3.537 3.878 4.005  -0.57
C: 2.593 2.936 3.654  -0.66
N: 5.347 5.390 3.349  1.03
O: 5.777 6.167 2.520  -0.62
O: 5.851 5.210 4.447  -0.62
H: 2.640 3.336 0.290  0.32
H: 4.346 5.031 0.923  0.51
H: 3.806 4.062 5.035  0.43
H: 2.096 2.333 4.402  0.54
F: 1.468 1.727 -1.970  -0.42
P: -0.037 1.285 -2.502  1.36
F: -0.468 1.029 -0.966  -0.44
F: -1.443 0.795 -3.042  -0.37
F: 0.533 -0.277 -2.550  -0.86
F: 0.538 1.454 -4.019  -0.29
F: -0.482 2.805 -2.461  -0.35
C: 3.062 3.909 -3.283  -0.69
Si: 3.635 2.469 -4.370  0.86
C: 5.538 2.545 -4.498  -1.19
C: 2.848 2.542 -6.098  -1.15
Si: 3.172 0.182 -3.644  -0.21
Te: 3.635 0.041 -1.071  0.14
Si: 5.831 -1.024 -1.930  1.36
C: 7.013 0.453 -1.706  -1.21
C: 6.080 -1.468 -3.786  -1.08
C: 6.232 -2.618 -0.975  -1.33
Si: 2.245 -1.803 -4.738  1.18
C: 2.788 -3.212 -3.589  -0.40
C: 0.389 -1.845 -5.097  -1.01
C: 3.231 -1.815 -6.375  -1.28
H: 3.554 4.840 -3.567  0.47
H: 3.299 3.708 -2.238  -0.13
H: 1.984 4.049 -3.359  0.31
H: 5.848 3.421 -5.067  0.47
H: 5.951 1.668 -4.994  0.32
H: 5.991 2.611 -3.510  0.24
H: 2.977 3.529 -6.543  0.42
H: 1.781 2.340 -6.036  0.29
H: 3.294 1.810 -6.769  0.29
H: 7.667 0.610 -2.562  0.52
H: 7.636 0.296 -0.830  0.41
H: 6.446 1.362 -1.514  0.16
H: 5.761 -0.673 -4.463  0.01
H: 5.586 -2.388 -4.088  0.30
H: 7.149 -1.618 -3.930  0.60
H: 5.393 -3.314 -1.003  0.34
H: 6.442 -2.381 0.067  0.30
H: 7.109 -3.120 -1.384  0.44
H: 2.330 -3.059 -2.613  -0.50
H: 3.866 -3.260 -3.450  0.19
H: 2.442 -4.177 -3.959  0.47
H: -0.111 -2.430 -4.325  0.10
H: 0.173 -2.290 -6.068  0.52
H: -0.048 -0.848 -5.080  0.30
H: 4.308 -1.818 -6.215  0.29
H: 2.991 -0.941 -6.979  0.31
H: 2.983 -2.699 -6.963  0.44
O: 6.925 -0.306 1.444  -0.73
S: 5.658 0.357 1.539  1.12
O: 5.539 1.611 0.855  -0.46
N: 4.451 -0.655 0.939  -0.07
C: 3.642 -1.022 1.924  0.30
S: 2.352 -2.094 1.651  -0.57
C: 3.983 -0.499 3.234  0.33
C: 3.326 -0.735 4.439  -0.60
C: 3.841 -0.160 5.588  -0.81
C: 4.982 0.638 5.552  -0.59
C: 5.620 0.903 4.345  -0.95
C: 5.097 0.334 3.210  0.42
H: 2.430 -1.339 4.445  0.46
H: 3.347 -0.331 6.534  0.42
H: 5.370 1.066 6.465  0.46
H: 6.495 1.537 4.302  0.54

2S+1   2
Lowest unoccupied orbital energy (alpha / beta)   -1.71 / -1.44 eV
Electronic energy   -5636.8892 a.u.
Orbital gap (alpha / beta)   6.40 / 6.66 eV
⟨S²⟩   0.771


(2)
# C8H11O3S2

An isolated ion of composition C8H11O3S2 and charge -1 in a non-equilibrium geometry (ωB97M-V/def2-TZVPD, the OMol25 dataset).

Last column: Mulliken charge in e.
CARTESIAN COORDINATES (ANGSTROEM)
C: 2.426 0.939 -0.059  -0.02
C: -0.461 -0.622 -0.977  -0.86
C: 2.031 1.467 1.186  0.73
C: 1.514 -1.795 1.056  -0.18
C: 2.680 -1.818 0.213  -0.48
C: -1.611 1.314 -1.917  -1.61
C: -1.752 0.948 0.620  -1.22
C: -1.238 0.432 -0.759  1.13
O: 2.793 2.351 0.494  -0.41
O: 1.499 1.523 2.279  -0.54
O: 4.528 -0.261 -1.201  -0.60
S: -0.147 -1.883 0.181  -0.35
S: 3.858 -0.258 0.143  0.32
H: 1.565 -2.427 1.905  0.29
H: 1.526 -0.809 1.538  -0.04
H: 3.456 -2.645 0.465  0.28
H: 2.493 -2.069 -0.857  0.40
H: -2.632 1.146 -2.115  0.35
H: -0.976 1.110 -2.814  0.37
H: -1.612 2.340 -1.691  0.40
H: -1.040 0.607 1.378  0.25
H: -2.693 0.579 0.854  0.36
H: -1.851 2.132 0.513  0.26
H: -0.314 -0.785 -2.073  0.20

2S+1   3
Lowest unoccupied orbital energy (alpha / beta)   3.17 / 0.90 eV
Electronic energy   -1333.2735 a.u.
Orbital gap (alpha / beta)   2.91 / 5.75 eV
⟨S²⟩   2.018
Charge   -1


(3)
# C5H8O

One molecule with the formula C5H8O (ωB97M-V/def2-TZVPD, the OMol25 dataset).

Last column: Mulliken charge in e.
CARTESIAN COORDINATES (ANGSTROEM)
C: -1.858 0.290 -0.539  -1.30
C: -0.419 0.139 -0.126  0.67
C: 0.667 0.869 -0.373  -0.45
C: 1.880 0.231 0.224  -0.39
O: 1.410 -0.945 0.871  -0.37
C: 0.006 -1.075 0.671  -0.47
H: -2.119 -0.457 -1.302  0.29
H: -2.086 1.279 -0.948  0.32
H: -2.534 0.111 0.309  0.32
H: 0.808 1.794 -0.922  0.39
H: 2.374 0.919 0.931  0.25
H: 2.616 -0.005 -0.563  0.24
H: -0.513 -1.142 1.644  0.25
H: -0.230 -2.005 0.124  0.23

Lowest unoccupied orbital energy   1.02 eV
Electronic energy   -270.5189 a.u.
Orbital gap   9.89 eV
Energy relative to the best compared isomer or geometry (same formula, charge and spin)   24.5 kcal per mole


(4)
# C45H110O30S5

A 10-piece molecular cluster, C45H110O30S5 overall in a non-equilibrium geometry (ωB97M-V/def2-TZVPD, the OMol25 dataset).

Last column: Mulliken charge in e.
CARTESIAN COORDINATES (ANGSTROEM)
O: 2.321 3.446 -3.629  -0.73
S: 1.838 2.140 -3.301  1.18
O: 1.242 1.897 -2.005  -0.40
O: 0.748 1.757 -4.445  -0.67
C: 0.124 0.483 -4.358  2.08
C: -0.920 0.364 -5.460  -2.16
C: 3.096 0.885 -3.550  -0.84
H: -0.327 0.351 -3.366  -0.55
H: 0.854 -0.327 -4.427  -0.03
H: -0.412 0.550 -6.406  0.57
H: -1.650 1.163 -5.324  0.43
H: -1.365 -0.625 -5.383  0.36
H: 4.077 1.242 -3.252  0.46
H: 3.123 0.489 -4.564  0.49
H: 2.787 0.066 -2.902  -0.11
O: 6.875 -2.395 1.547  -0.64
S: 6.142 -3.315 2.360  1.45
O: 6.745 -3.919 3.522  -0.75
O: 4.753 -2.568 2.782  -0.09
C: 3.762 -3.196 3.576  -0.20
C: 3.006 -2.084 4.341  -0.90
C: 5.503 -4.623 1.270  -0.55
H: 4.128 -3.926 4.305  0.73
H: 3.057 -3.780 2.978  -0.09
H: 2.534 -2.638 5.152  0.59
H: 2.304 -1.604 3.660  -0.28
H: 3.663 -1.321 4.751  0.23
H: 5.673 -4.326 0.244  0.47
H: 4.467 -4.796 1.548  -0.43
H: 6.093 -5.489 1.570  0.54
O: 0.323 -6.162 0.231  -0.63
S: 1.696 -5.878 0.588  0.97
O: 2.409 -4.831 -0.086  -0.28
O: 1.735 -5.515 2.165  -0.11
C: 0.938 -6.306 3.089  -0.22
C: 1.500 -6.068 4.497  -1.19
C: 2.655 -7.427 0.581  -1.31
H: 1.066 -7.357 2.832  0.48
H: -0.076 -5.928 2.982  0.28
H: 1.063 -6.817 5.158  0.47
H: 1.315 -5.061 4.859  0.12
H: 2.565 -6.309 4.505  0.33
H: 3.524 -7.154 1.173  0.33
H: 2.862 -7.631 -0.466  0.49
H: 2.009 -8.193 0.997  0.41
O: -5.569 0.117 -0.007  -0.74
S: -4.578 0.795 -0.765  1.26
O: -3.185 0.684 -0.429  -0.56
O: -4.741 0.343 -2.327  -0.57
C: -3.729 0.862 -3.234  2.98
C: -3.523 -0.225 -4.274  -1.72
C: -4.969 2.557 -0.906  0.97
H: -2.766 1.050 -2.765  -0.55
H: -4.156 1.760 -3.674  -1.80
H: -3.137 -1.132 -3.815  0.65
H: -2.767 0.135 -4.979  -0.05
H: -4.453 -0.359 -4.825  0.50
H: -6.050 2.677 -0.943  0.39
H: -4.554 2.905 -1.848  -0.65
H: -4.539 3.001 -0.014  -0.85
O: -2.784 -5.011 5.327  -0.68
S: -1.952 -3.984 4.772  1.22
O: -0.682 -3.681 5.383  -0.62
O: -1.643 -4.370 3.206  -0.53
C: -0.816 -3.508 2.446  2.05
C: -1.353 -3.469 1.019  -1.04
C: -2.871 -2.448 4.540  -0.94
H: 0.207 -3.883 2.423  -1.51
H: -0.808 -2.458 2.747  0.27
H: -0.736 -2.829 0.388  -0.05
H: -2.367 -3.064 0.968  0.10
H: -1.391 -4.437 0.512  0.60
H: -3.634 -2.456 5.323  0.54
H: -3.502 -2.537 3.657  0.29
H: -2.188 -1.612 4.627  0.27
C: 0.879 1.127 3.400  0.17
O: -0.409 1.301 2.842  -0.47
C: -0.506 1.191 1.453  -0.45
C: -0.473 -0.182 0.827  0.31
O: 0.716 -0.928 0.916  0.94
C: 1.764 -0.316 0.176  1.82
C: 2.831 -1.376 0.003  0.06
O: 3.726 -1.029 -1.026  0.34
C: 4.642 -2.068 -1.307  -0.15
H: 1.473 2.000 3.109  0.20
H: 1.348 0.180 3.122  -0.65
H: 0.738 1.097 4.481  0.42
H: 0.311 1.776 0.986  -0.01
H: -1.349 1.743 1.035  0.07
H: -0.762 -0.054 -0.224  -0.72
H: -1.319 -0.729 1.251  0.51
H: 2.156 0.534 0.745  0.04
H: 1.330 0.038 -0.763  -1.00
H: 2.305 -2.298 -0.271  -0.14
H: 3.313 -1.541 0.970  -0.80
H: 5.524 -1.639 -1.788  0.29
H: 4.200 -2.861 -1.909  0.04
H: 5.103 -2.387 -0.363  -0.48
C: -5.569 3.000 -4.783  0.29
O: -5.118 4.085 -5.576  -0.42
C: -5.408 5.346 -5.048  -0.66
C: -4.273 5.956 -4.235  -0.64
O: -4.337 5.366 -2.951  -0.07
C: -3.267 5.773 -2.106  -1.67
C: -3.249 4.871 -0.902  -1.85
O: -2.938 3.537 -1.271  0.48
C: -1.618 3.150 -0.982  -0.02
H: -5.365 3.209 -3.734  -0.17
H: -5.021 2.094 -5.052  0.01
H: -6.610 2.738 -4.991  0.32
H: -6.349 5.334 -4.483  0.32
H: -5.639 5.978 -5.915  0.45
H: -4.264 7.051 -4.202  0.38
H: -3.345 5.685 -4.758  0.35
H: -3.361 6.824 -1.810  0.48
H: -2.343 5.666 -2.686  0.42
H: -4.278 4.795 -0.534  0.81
H: -2.635 5.294 -0.102  1.95
H: -1.296 3.329 0.046  -0.71
H: -0.860 3.526 -1.680  0.17
H: -1.550 2.080 -1.202  -0.40
C: 2.698 -2.438 -6.580  -1.03
O: 2.284 -2.196 -5.253  -0.03
C: 2.222 -3.404 -4.515  -1.29
C: 1.506 -3.088 -3.208  0.69
O: 0.253 -2.496 -3.493  -0.52
C: -0.654 -2.447 -2.425  2.05
C: -1.012 -3.780 -1.781  -1.41
O: -1.454 -4.744 -2.727  -0.48
C: -2.139 -5.805 -2.099  -0.77
H: 2.707 -1.504 -7.141  0.26
H: 2.032 -3.116 -7.121  0.36
H: 3.715 -2.845 -6.584  0.33
H: 3.231 -3.712 -4.217  0.32
H: 1.725 -4.227 -5.030  0.53
H: 2.094 -2.398 -2.591  -0.37
H: 1.374 -4.004 -2.626  0.54
H: -1.619 -2.095 -2.799  -0.92
H: -0.336 -1.737 -1.650  -0.28
H: -1.857 -3.649 -1.096  1.09
H: -0.168 -4.164 -1.202  0.23
H: -1.449 -6.587 -1.780  0.22
H: -2.965 -6.197 -2.691  0.37
H: -2.657 -5.488 -1.185  0.24
C: -1.598 4.459 1.751  -0.15
O: -1.591 5.791 1.287  -0.50
C: -2.703 6.542 1.736  -0.81
C: -4.079 6.258 1.169  -0.82
O: -4.631 4.960 1.304  -0.26
C: -5.239 4.770 2.595  -0.30
C: -6.191 3.593 2.554  -1.08
O: -5.740 2.310 2.188  -0.12
C: -4.864 1.719 3.121  -0.58
H: -1.319 4.408 2.812  0.54
H: -0.837 3.892 1.221  0.27
H: -2.567 3.980 1.608  0.00
H: -2.562 7.598 1.490  0.50
H: -2.657 6.474 2.832  0.40
H: -4.076 6.462 0.095  0.34
H: -4.724 7.033 1.602  0.71
H: -5.817 5.666 2.825  0.34
H: -4.389 4.498 3.232  0.29
H: -6.998 3.869 1.867  0.33
H: -6.743 3.503 3.499  0.53
H: -5.285 1.622 4.128  0.41
H: -3.911 2.250 3.217  0.12
H: -4.665 0.711 2.760  0.11
C: 3.558 3.775 0.811  -0.02
O: 4.296 3.416 -0.318  -0.32
C: 5.508 2.742 -0.134  -1.06
C: 5.463 1.498 0.749  -0.47
O: 5.500 1.762 2.136  -0.27
C: 5.638 0.536 2.866  0.73
C: 5.649 0.830 4.363  -1.20
O: 4.440 1.362 4.871  -0.26
C: 4.381 2.765 4.876  -0.56
H: 2.517 3.995 0.576  0.07
H: 4.030 4.617 1.327  0.33
H: 3.480 2.928 1.504  -0.24
H: 6.182 3.465 0.356  0.35
H: 6.060 2.479 -1.034  0.48
H: 6.404 1.003 0.460  0.51
H: 4.633 0.828 0.507  0.34
H: 6.569 0.026 2.610  0.38
H: 4.741 -0.012 2.572  -0.42
H: 6.500 1.383 4.768  0.53
H: 5.629 -0.162 4.829  0.31
H: 4.280 3.213 3.881  0.08
H: 5.264 3.201 5.353  0.35
H: 3.499 3.151 5.389  0.27

Lowest unoccupied orbital energy   -0.05 eV
Electronic energy   -6028.1920 a.u.
Orbital gap   9.15 eV
Energy relative to the best compared isomer or geometry (same formula, charge and spin)   59.6 kcal per mole